[1]
A single C11H11NO4 molecule, computed with the ωB97M-V functional and the def2-TZVPD basis.

Orbital gap ... 9.0152 eV
SMILES string ... COC(=O)O/N=C(\C)C(=O)c1ccccc1
Energy relative to the best compared isomer or geometry (same formula, charge and spin) ... 2.791 eV
Molecular weight ... 221.2 g/mol
E_HOMO ... -9.5 eV

The geometry in ORCA input format:
```
! RIJCOSX wB97M-V def2-TZVPD def2/J DEFGRID3
* xyz 0 1
O -1.036 1.509 2.303
O 1.488 0.405 -2.798
N 0.258 1.787 0.032
O 0.182 2.856 0.952
O -0.220 3.444 3.087
C -0.426 2.564 2.086
C 1.367 0.360 -1.563
C 1.198 1.713 -0.885
C 0.186 -3.371 0.278
C 0.089 -3.123 -1.065
C 0.873 -2.355 1.007
C 0.525 -1.924 -1.681
C 1.460 -1.233 0.451
C 1.219 -0.984 -0.939
C -0.907 3.278 4.334
C 2.092 2.889 -1.216
H -0.361 -4.201 0.769
H -0.629 -3.863 -1.490
H 0.720 -2.527 2.112
H 0.293 -1.729 -2.752
H 1.999 -0.501 1.030
H -1.813 2.630 4.450
H -0.115 2.945 5.016
H -1.137 4.291 4.666
H 2.918 2.869 -0.515
H 1.595 3.815 -1.149
H 2.468 2.745 -2.231
*
```

[2]
A single C11H11NO4 molecule, computed with the ωB97M-V functional and the def2-TZVPD basis.

Orbital gap ... 10.1082 eV
SMILES string ... CO[C@H](c1ccccc1)N1C(=O)COC1=O
Energy relative to the best compared isomer or geometry (same formula, charge and spin) ... 0.000 eV
Molecular weight ... 221.2 g/mol
E_HOMO ... -9.4 eV

The geometry in ORCA input format:
```
! RIJCOSX wB97M-V def2-TZVPD def2/J DEFGRID3
* xyz 0 1
C 2.950 0.574 -1.003
O 1.535 0.906 -1.045
C 0.678 -0.033 -0.583
C -0.742 0.287 -0.918
C -1.746 -0.681 -1.082
C -3.084 -0.306 -1.337
C -3.481 1.039 -1.471
C -2.429 1.979 -1.439
C -1.086 1.610 -1.184
H 3.479 1.522 -1.123
H 3.198 0.119 -0.019
H 3.219 -0.117 -1.822
H 0.930 -1.085 -0.864
H -1.478 -1.724 -0.965
H -3.865 -1.077 -1.395
H -4.555 1.329 -1.596
H -2.680 3.037 -1.595
H -0.302 2.365 -1.179
C 1.052 -1.194 3.253
C 0.708 -0.051 2.311
O 0.434 1.108 2.587
N 0.806 -0.569 1.044
C 1.348 -1.848 1.102
O 1.606 -2.516 0.112
O 1.537 -2.255 2.374
H 1.807 -0.910 4.008
H 0.158 -1.508 3.829
*
```

[3]
2 unconnected molecules or ions with the total composition C11H12BBr2O12, computed with the ωB97M-V functional and the def2-TZVPD basis.

Orbital gap ... 9.9016 eV
Molecular weight ... 506.8 g/mol
E_HOMO ... -7.5 eV

The geometry in ORCA input format:
```
! RIJCOSX wB97M-V def2-TZVPD def2/J DEFGRID3
* xyz -1 1
C -2.035 -1.341 1.279
C -2.447 -1.380 -0.213
Br -3.956 -0.149 -0.444
C -1.224 -0.895 -1.024
Br -0.029 -2.412 -1.307
O -1.682 -0.297 -2.233
C -0.669 0.120 -3.030
O -0.786 0.074 -4.176
O 0.464 0.541 -2.459
C 0.332 1.822 -1.828
C 0.608 3.024 -2.765
C -0.578 4.019 -2.853
O -1.288 3.893 -4.078
H -1.878 -0.290 1.533
H -2.815 -1.786 1.894
H -1.079 -1.861 1.393
H -2.734 -2.395 -0.477
H -0.695 -0.141 -0.436
H -0.639 1.992 -1.347
H 1.090 1.845 -1.028
H 0.874 2.714 -3.781
H 1.467 3.582 -2.377
H -0.221 5.060 -2.797
H -1.247 3.904 -1.997
H -0.663 4.053 -4.794
B 1.682 -1.824 3.027
O 2.939 -1.920 2.253
C 2.926 -0.972 1.322
O 3.795 -0.772 0.522
C 1.634 -0.195 1.443
O 1.293 0.730 0.753
O 0.921 -0.699 2.437
O 0.910 -3.081 2.953
C 0.745 -3.541 4.191
O 0.162 -4.546 4.482
C 1.414 -2.586 5.155
O 1.455 -2.699 6.347
O 1.955 -1.588 4.459
*
```

[4]
A molecular structure, C11H12BCl2F3N6O3RuS, computed with the ωB97M-V functional and the def2-TZVPD basis.

Orbital gap (alpha / beta) ... 8.6692 / 7.3056 eV
Expectation value of S² ... 0.757
Energy relative to the best compared isomer or geometry (same formula, charge and spin) ... 0.477 eV
Molecular weight ... 548.1 g/mol
E_HOMO (alpha / beta) ... -12.7 / -12.5 eV

The geometry in ORCA input format:
```
! RIJCOSX wB97M-V def2-TZVPD def2/J DEFGRID3
* xyz 1 2
Ru -0.192 -0.084 -0.019
C -1.435 -3.241 2.426
C -1.688 -2.267 1.468
N -0.524 -1.740 1.057
N 0.462 -2.345 1.748
C -0.062 -3.254 2.575
B 1.897 -1.878 1.511
N 2.104 -1.887 -0.007
C 3.029 -2.475 -0.762
C 2.863 -2.062 -2.074
C 1.787 -1.196 -2.041
N 1.312 -1.108 -0.784
N 1.957 -0.393 1.917
C 2.709 0.280 2.791
C 2.364 1.624 2.741
C 1.371 1.700 1.780
N 1.136 0.473 1.292
H -2.157 -3.855 2.934
H -2.621 -1.939 1.051
H 0.575 -3.856 3.202
H 2.697 -2.547 2.088
H 3.756 -3.134 -0.316
H 3.448 -2.339 -2.933
H 1.356 -0.628 -2.840
H 3.443 -0.234 3.388
H 2.789 2.430 3.312
H 0.815 2.550 1.420
F -2.705 3.142 1.976
C -2.669 1.840 1.776
F -3.779 1.273 2.215
F -1.624 1.317 2.438
S -2.471 1.478 -0.022
O -1.083 1.928 -0.322
O -3.535 2.095 -0.712
O -2.375 -0.016 -0.018
Cl 0.362 0.405 -5.067
C -1.153 -0.218 -4.457
Cl -1.255 -0.283 -2.649
H -1.307 -1.232 -4.801
H -1.953 0.449 -4.749
*
```

[5]
A molecular structure, C11H12BrClLa, computed with the ωB97M-V functional and the def2-TZVPD basis.

Orbital gap ... 5.0225 eV
Energy relative to the best compared isomer or geometry (same formula, charge and spin) ... 1.283 eV
Molecular weight ... 398.5 g/mol
E_HOMO ... -3.0 eV

The geometry in ORCA input format:
```
! RIJCOSX wB97M-V def2-TZVPD def2/J DEFGRID3
* xyz -1 1
C -2.121 -0.569 0.553
C -2.046 -1.104 1.891
C -1.828 0.013 2.769
H -2.240 -2.163 2.132
C -1.723 1.214 1.997
C -1.973 0.861 0.638
H -2.093 1.520 -0.226
H -2.314 -1.202 -0.336
H -1.763 -0.046 3.841
H -1.651 2.229 2.400
La 0.317 -0.393 1.175
Br 0.480 -2.931 -0.127
C 2.454 1.071 -2.630
C 1.303 1.863 -3.000
C 0.303 0.976 -3.528
H 1.244 2.966 -2.970
C 0.829 -0.369 -3.483
C 2.181 -0.300 -2.991
H 2.895 -1.144 -2.933
H 3.410 1.445 -2.211
H -0.661 1.274 -3.983
H 0.309 -1.284 -3.825
Cl 2.070 -1.896 2.938
C 0.887 -0.760 3.605
H 0.251 -1.339 4.275
H 1.480 0.069 4.032
*
```

[6]
A single C11H12BrNO3 molecule, computed with the ωB97M-V functional and the def2-TZVPD basis.

Orbital gap ... 10.0734 eV
SMILES string ... CCOC(=O)CNC(=O)c1ccccc1Br
Energy relative to the best compared isomer or geometry (same formula, charge and spin) ... 0.155 eV
Molecular weight ... 286.1 g/mol
E_HOMO ... -9.4 eV

The geometry in ORCA input format:
```
! RIJCOSX wB97M-V def2-TZVPD def2/J DEFGRID3
* xyz 0 1
C -3.079 -0.487 0.507
C -3.090 0.880 -0.158
H -3.738 1.575 0.379
H -3.412 0.794 -1.201
O -1.793 1.488 -0.128
C -0.946 1.175 -1.102
O -1.183 0.432 -2.015
C 0.382 1.917 -0.930
N 0.743 2.120 0.448
C 1.144 1.148 1.306
O 1.227 1.333 2.500
C 1.494 -0.167 0.670
C 2.664 -0.348 -0.056
C 2.990 -1.578 -0.600
C 2.132 -2.648 -0.417
C 0.968 -2.490 0.317
C 0.658 -1.258 0.864
H -0.236 -1.129 1.455
H 0.305 -3.328 0.467
H 2.380 -3.608 -0.845
H 3.906 -1.693 -1.159
Br 3.859 1.118 -0.313
H 0.431 2.971 0.894
H 1.149 1.353 -1.465
H 0.285 2.891 -1.416
H -4.087 -0.893 0.515
H -2.723 -0.404 1.531
H -2.432 -1.165 -0.046
*
```

[7]
A molecular structure, C11H12CuNO5S, computed with the ωB97M-V functional and the def2-TZVPD basis.

Orbital gap ... 8.0162 eV
Molecular weight ... 333.8 g/mol
E_HOMO ... -7.8 eV

The geometry in ORCA input format:
```
! RIJCOSX wB97M-V def2-TZVPD def2/J DEFGRID3
* xyz 0 1
Cu -0.465 -0.433 1.882
O -1.040 -2.197 1.354
C -0.314 -2.893 0.632
C 1.014 -2.639 0.165
C 1.561 -3.611 -0.685
C 2.829 -3.496 -1.184
C 3.636 -2.390 -0.831
C 3.142 -1.431 -0.007
C 1.805 -1.476 0.517
O 1.412 -0.522 1.252
N 3.349 -4.508 -2.074
O 2.623 -5.444 -2.374
O 4.503 -4.397 -2.457
H -0.739 -3.852 0.297
H 0.970 -4.477 -0.958
H 4.641 -2.338 -1.225
H 3.740 -0.576 0.282
O -1.272 1.388 1.857
S -1.366 1.944 0.453
C -1.024 3.733 0.630
C -2.160 4.453 -0.078
C -3.433 3.720 0.342
C -3.155 2.233 0.143
H -0.037 3.940 0.222
H -1.025 3.909 1.706
H -2.030 4.388 -1.161
H -2.190 5.509 0.190
H -4.295 4.041 -0.243
H -3.642 3.924 1.394
H -3.352 1.911 -0.879
H -3.686 1.585 0.837
*
```

[8]
A molecular structure, C11H12F5N2O3Pd, computed with the ωB97M-V functional and the def2-TZVPD basis.

Orbital gap ... 5.5761 eV
Energy relative to the best compared isomer or geometry (same formula, charge and spin) ... 1.632 eV
Molecular weight ... 421.6 g/mol
E_HOMO ... -3.0 eV

The geometry in ORCA input format:
```
! RIJCOSX wB97M-V def2-TZVPD def2/J DEFGRID3
* xyz -1 1
Pd -1.106 -0.620 0.300
C 4.252 2.769 -0.143
O 3.779 1.452 0.087
C 2.442 1.212 0.250
O 2.065 0.147 0.618
N 1.639 2.307 -0.041
N 0.267 2.079 0.035
H 5.332 2.726 -0.026
H 3.839 3.479 0.574
H 4.034 3.111 -1.160
H 1.969 2.898 -0.790
H -0.154 1.699 -0.803
H -0.209 2.891 0.392
C -4.048 -1.441 1.033
O -3.891 -0.032 0.893
C -2.717 0.436 0.409
C -2.934 1.932 0.365
H -4.616 -1.612 1.948
H -3.075 -1.926 1.079
H -4.609 -1.821 0.176
H -3.989 2.207 0.271
H -2.358 2.389 -0.440
H -2.551 2.318 1.318
F 0.594 -2.806 2.235
C 0.477 -3.280 0.965
C -0.029 -2.474 -0.038
C -0.087 -3.085 -1.271
F -0.544 -2.407 -2.360
C 0.303 -4.392 -1.510
F 0.223 -4.949 -2.741
C 0.792 -5.152 -0.471
F 1.176 -6.429 -0.680
C 0.882 -4.591 0.787
F 1.365 -5.336 1.806
*
```

[9]
A single C11H12N2O molecule, computed with the ωB97M-V functional and the def2-TZVPD basis.

Orbital gap ... 9.6151 eV
SMILES string ... N#CN1CC(OCc2ccccc2)C1
Energy relative to the best compared isomer or geometry (same formula, charge and spin) ... 3.916 eV
Molecular weight ... 188.2 g/mol
E_HOMO ... -8.9 eV

The geometry in ORCA input format:
```
! RIJCOSX wB97M-V def2-TZVPD def2/J DEFGRID3
* xyz 0 1
C -4.077 -0.627 0.418
C -2.012 -2.298 0.531
C -1.010 -1.711 -0.406
C -1.721 -0.361 -0.150
C 1.299 -1.177 -0.852
C 1.533 0.247 -0.333
C 1.682 0.479 1.021
C 1.960 1.751 1.464
C 2.118 2.904 0.548
C 2.053 2.596 -0.786
C 1.830 1.257 -1.213
H -1.604 -2.413 1.620
H -2.504 -3.236 0.253
H -1.107 -1.919 -1.513
H -2.069 0.423 -0.865
H -1.258 0.131 0.715
H 0.889 -1.210 -1.862
H 2.196 -1.797 -0.781
H 1.484 -0.396 1.715
H 1.832 2.051 2.541
H 2.198 3.869 0.930
H 2.358 3.398 -1.502
H 1.598 1.120 -2.256
N -5.158 -0.200 0.231
N -2.844 -1.057 0.503
O 0.337 -1.822 0.029
*
```

[10]
A molecular structure, C11H12N2O4SeSn, computed with the ωB97M-V functional and the def2-TZVPD basis.

Orbital gap ... 4.8760 eV
Energy relative to the best compared isomer or geometry (same formula, charge and spin) ... 0.000 eV
Molecular weight ... 433.9 g/mol
E_HOMO ... -13.9 eV

The geometry in ORCA input format:
```
! RIJCOSX wB97M-V def2-TZVPD def2/J DEFGRID3
* xyz 2 1
Sn 1.321 -1.779 -1.654
O 1.755 0.048 2.144
C 1.876 -0.462 1.118
C -0.620 -1.464 -3.417
O -1.498 -0.954 -3.954
C -0.814 -2.539 0.182
O -1.742 -2.897 0.743
C 2.335 0.558 -2.319
O 2.366 1.660 -2.637
C 3.140 -3.445 -1.687
H 4.054 -2.815 -1.683
H 2.949 -4.089 -0.802
C 2.382 -3.597 -2.869
H 1.584 -4.369 -2.938
H 2.699 -3.094 -3.808
C 0.404 3.453 0.653
N -0.569 2.577 1.327
C -1.026 2.763 2.622
C -1.972 1.830 2.858
N -2.113 1.059 1.724
C -3.142 0.028 1.562
C -1.168 1.446 0.778
Se -0.676 0.536 -0.846
H 0.129 4.514 0.805
H 0.406 3.224 -0.418
H 1.458 3.324 0.972
H -0.700 3.531 3.278
H -2.549 1.715 3.740
H -2.930 -0.925 2.072
H -4.112 0.401 1.946
H -3.228 -0.238 0.507
*
```

[11]
A gas-phase ion, C11H12N3 (charge +1), computed with the ωB97M-V functional and the def2-TZVPD basis.

Orbital gap ... 7.2691 eV
SMILES string ... C/C1=N/c2[nH]ccc2/C=C\[N+]#C[C@@H]1C
Energy relative to the best compared isomer or geometry (same formula, charge and spin) ... 5.032 eV
Molecular weight ... 186.2 g/mol
E_HOMO ... -11.7 eV

The geometry in ORCA input format:
```
! RIJCOSX wB97M-V def2-TZVPD def2/J DEFGRID3
* xyz 1 1
C 3.439 0.216 0.139
C 2.008 -1.843 0.260
C 3.289 1.591 0.012
C 1.128 -2.720 -0.213
C 2.119 -0.366 0.382
C -1.311 0.663 0.470
C 1.249 0.686 0.270
C -2.001 -0.615 -0.038
C -1.060 -1.659 0.020
C -2.339 1.682 0.882
C -2.789 -0.483 -1.332
N -0.077 -2.201 -0.322
N -0.087 0.964 0.496
N 1.926 1.825 0.057
H 4.314 -0.420 0.244
H 2.999 -2.262 0.338
H 3.998 2.259 -0.329
H 1.404 -3.735 -0.537
H -2.733 -0.806 0.816
H -3.327 1.596 0.560
H -2.099 2.705 0.688
H -2.628 1.725 1.939
H -3.861 -0.564 -1.051
H -2.555 -1.430 -1.999
H -2.436 0.418 -1.672
H 1.430 2.771 -0.078
*
```

[12]
A molecular structure, C11H12N4NiO5, computed with the ωB97M-V functional and the def2-TZVPD basis.

Orbital gap (alpha / beta) ... 9.5834 / 5.0723 eV
Expectation value of S² ... 2.022
Energy relative to the best compared isomer or geometry (same formula, charge and spin) ... 0.000 eV
Molecular weight ... 338.9 g/mol
E_HOMO (alpha / beta) ... -16.8 / -16.5 eV

The geometry in ORCA input format:
```
! RIJCOSX wB97M-V def2-TZVPD def2/J DEFGRID3
* xyz 2 3
O 2.419 -1.523 -3.270
C 2.002 -0.524 -2.926
Ni 0.839 1.539 -1.756
O 1.843 3.319 -3.821
C 1.512 2.506 -3.070
C -0.016 2.869 -0.847
O -0.555 3.712 -0.269
C 2.448 1.636 -0.846
O 3.277 2.014 -0.147
C -0.585 1.061 -2.828
O -1.623 1.080 -3.334
C 0.462 -1.269 -0.266
N -0.018 0.108 -0.007
C 0.479 0.553 1.322
N -0.027 -0.339 2.401
C 0.441 -1.717 2.103
N -0.034 -2.198 0.783
C -1.517 -2.154 0.790
N -2.037 -0.787 1.050
C -1.504 0.110 -0.012
C -1.511 -0.324 2.358
H 1.563 -1.278 -0.242
H 0.072 -1.608 -1.238
H 0.136 1.580 1.523
H 1.576 0.493 1.329
H 0.075 -2.404 2.882
H 1.539 -1.715 2.097
H -1.878 -2.478 -0.195
H -1.888 -2.840 1.567
H -1.876 1.131 0.166
H -1.856 -0.280 -0.978
H -1.901 -0.978 3.154
H -1.855 0.706 2.528
*
```